Entry 1:
Here is a cluster of 7 separate species, C50H91BrCl2N2O24PS in total at a distorted geometry from OMol25. Energies are from ωB97M-V/def2-TZVPD.

## Properties
Kohn-Sham gap = 7.11 eV
net charge = +1
spin multiplicity = 1
total energy = -220638.3120 eV

Structure (XYZ):
```
172
C50H91BrCl2N2O24PS ωB97M-V/def2-TZVPD
C 1.772 0.623 -2.157
C 0.422 1.450 -1.721
C 0.548 1.771 -0.165
Cl 0.900 0.038 0.447
N -0.422 2.617 0.584
C -0.252 2.140 2.027
S -1.052 3.076 3.392
O -0.053 3.062 4.553
O -2.298 2.404 3.969
C 0.050 4.073 0.482
C 0.571 4.675 -0.901
C 0.641 6.247 -1.059
O 1.216 7.089 -0.359
Cl -0.177 6.973 -2.564
C 1.144 4.677 1.535
C 2.580 4.135 1.567
C 3.568 4.818 2.591
C 2.868 5.937 3.385
C 1.419 6.393 3.204
N 0.580 5.758 2.283
O -1.164 4.872 0.702
C -2.488 4.241 0.498
O -3.282 4.519 1.629
C -4.640 4.047 1.620
C -5.159 3.396 2.998
C -6.752 3.116 2.766
C -4.931 4.386 4.226
C -5.004 3.733 5.690
C -6.150 4.383 6.644
C -5.222 2.149 5.742
P -2.985 5.309 -1.039
C -2.747 7.102 -0.370
C -4.819 5.269 -1.442
C -5.110 6.113 -2.812
C -1.893 2.717 0.224
Br -2.495 2.701 -1.726
C -2.857 1.466 0.659
O -2.283 0.180 0.339
C -2.734 -0.705 1.430
H 1.595 -0.501 -2.226
H 2.024 0.960 -3.236
H 2.686 0.916 -1.532
H -0.432 0.682 -1.852
H 0.363 2.315 -2.447
H 1.600 2.250 -0.092
H -0.734 1.105 2.220
H 0.872 2.095 2.292
H -1.361 4.403 3.191
H -0.103 4.298 -1.740
H 1.631 4.248 -1.090
H 3.034 3.310 0.937
H 4.659 4.501 2.709
H 3.499 6.472 4.180
H 1.020 7.244 3.862
H -5.322 4.967 1.438
H -4.858 3.354 0.718
H -4.667 2.373 3.082
H -7.084 2.311 3.505
H -6.827 2.727 1.681
H -7.291 4.114 2.888
H -5.782 5.172 4.174
H -3.960 5.011 4.160
H -4.007 3.989 6.217
H -5.903 4.027 7.717
H -7.152 3.872 6.390
H -6.190 5.520 6.594
H -5.036 1.828 6.839
H -4.416 1.582 5.137
H -6.256 1.789 5.428
H -3.110 7.781 -1.210
H -3.503 7.215 0.502
H -1.690 7.304 -0.006
H -5.088 4.177 -1.715
H -5.527 5.666 -0.642
H -6.112 5.733 -3.245
H -4.322 5.937 -3.617
H -5.191 7.206 -2.502
H -3.844 1.539 0.061
H -3.163 1.502 1.757
H -2.406 -1.784 1.261
H -2.300 -0.374 2.451
H -3.878 -0.587 1.536
C -1.642 12.075 -1.300
C -2.658 10.975 -1.054
O -3.974 11.521 -0.898
C -4.594 11.869 -2.038
O -4.147 11.752 -3.154
O -5.790 12.391 -1.720
C -6.519 12.888 -2.842
H -1.703 12.835 -0.517
H -0.629 11.667 -1.322
H -1.830 12.581 -2.250
H -2.418 10.460 -0.121
H -2.641 10.225 -1.850
H -6.612 12.131 -3.623
H -6.035 13.785 -3.232
H -7.521 13.154 -2.499
C 3.376 -0.105 3.569
C 4.317 -0.440 4.711
O 4.651 -1.832 4.704
C 5.577 -2.199 3.801
O 6.139 -1.467 3.023
O 5.749 -3.527 3.898
C 6.646 -4.065 2.926
H 2.499 -0.758 3.591
H 3.045 0.936 3.633
H 3.860 -0.254 2.601
H 3.822 -0.240 5.664
H 5.221 0.176 4.683
H 7.602 -3.540 2.933
H 6.189 -4.020 1.935
H 6.825 -5.112 3.179
C 5.083 -4.283 -2.368
C 3.585 -4.089 -2.513
O 3.269 -3.458 -3.763
C 3.292 -4.261 -4.840
O 3.544 -5.441 -4.837
O 3.011 -3.519 -5.923
C 3.095 -4.239 -7.154
H 5.609 -3.336 -2.516
H 5.327 -4.673 -1.377
H 5.466 -4.981 -3.115
H 3.226 -3.422 -1.726
H 3.045 -5.034 -2.408
H 2.488 -5.145 -7.126
H 4.136 -4.480 -7.373
H 2.714 -3.594 -7.948
C 3.117 -9.827 1.601
C 2.869 -8.383 1.209
O 3.857 -7.932 0.273
C 3.676 -8.332 -0.998
O 2.767 -9.013 -1.406
O 4.697 -7.859 -1.733
C 4.677 -8.288 -3.094
H 4.141 -9.958 1.960
H 2.424 -10.139 2.386
H 2.992 -10.496 0.746
H 2.957 -7.745 2.092
H 1.861 -8.240 0.809
H 3.717 -8.071 -3.566
H 4.902 -9.355 -3.151
H 5.455 -7.741 -3.630
C -2.213 -9.835 5.653
C -0.967 -10.700 5.640
O 0.196 -9.918 5.339
C 0.685 -9.190 6.359
O 0.241 -9.151 7.480
O 1.744 -8.491 5.908
C 2.301 -7.602 6.874
H -2.302 -9.276 4.718
H -3.108 -10.448 5.787
H -2.176 -9.100 6.461
H -1.053 -11.452 4.851
H -0.839 -11.238 6.584
H 2.537 -8.123 7.805
H 1.612 -6.776 7.060
H 3.227 -7.197 6.463
C 4.780 -8.091 -12.358
C 3.520 -7.271 -12.563
O 2.440 -7.787 -11.774
C 2.467 -7.462 -10.472
O 3.301 -6.779 -9.927
O 1.416 -8.049 -9.874
C 1.376 -7.859 -8.461
H 4.582 -9.150 -12.542
H 5.572 -7.755 -13.032
H 5.144 -8.009 -11.332
H 3.206 -7.337 -13.607
H 3.688 -6.212 -12.344
H 1.439 -6.801 -8.200
H 2.183 -8.421 -7.987
H 0.422 -8.247 -8.098
```

Entry 2:
Here is a cluster of 9 separate species, C51H100Cl10N5O5 in total at a distorted geometry from OMol25. Energies are from ωB97M-V/def2-TZVPD.

## Properties
expectation value of S² = 8.7740
Kohn-Sham gap (spin up / spin down) = 8.56 / 8.85 eV
spin multiplicity = 6
total energy = -197409.1127 eV

Structure (XYZ):
```
171
C51H100Cl10N5O5 ωB97M-V/def2-TZVPD
C 4.046 2.078 5.216
C 3.535 2.971 4.068
C 2.315 3.724 4.659
C 1.833 4.819 3.784
C 2.947 5.851 3.496
C 4.232 5.194 2.941
N 4.534 4.034 3.809
O 5.920 3.679 3.849
C 4.045 4.963 1.415
C 5.219 6.341 3.141
C 3.243 2.087 2.867
H 3.235 1.398 5.481
H 4.373 2.489 6.171
H 4.898 1.499 4.859
H 1.505 2.992 4.610
H 2.483 4.094 5.669
H 1.078 5.319 4.395
H 1.404 4.481 2.840
H 3.201 6.357 4.434
H 2.592 6.792 3.070
H 5.029 4.876 0.948
H 3.487 4.078 1.117
H 3.649 5.873 0.963
H 4.978 7.328 2.753
H 5.410 6.447 4.212
H 6.243 6.068 2.874
H 2.519 2.613 2.242
H 2.706 1.186 3.167
H 4.088 1.768 2.258
C 7.396 -1.008 -3.217
C 6.255 0.010 -2.737
C 5.869 -0.539 -1.337
C 5.039 0.462 -0.550
C 5.690 1.787 -0.337
C 6.225 2.407 -1.629
N 6.833 1.363 -2.538
O 7.667 1.866 -3.534
C 5.170 3.254 -2.276
C 7.293 3.378 -1.061
C 5.038 0.032 -3.649
H 7.120 -2.018 -2.909
H 8.291 -0.884 -2.604
H 7.738 -1.006 -4.250
H 5.312 -1.477 -1.383
H 6.757 -0.830 -0.771
H 4.804 -0.061 0.378
H 4.162 0.727 -1.145
H 6.467 1.660 0.420
H 4.924 2.399 0.141
H 4.818 4.055 -1.627
H 5.571 3.603 -3.228
H 4.270 2.668 -2.477
H 6.942 4.119 -0.345
H 8.041 2.722 -0.614
H 7.801 3.932 -1.852
H 5.243 0.709 -4.485
H 4.160 0.553 -3.265
H 4.816 -0.896 -4.175
C -7.162 -4.618 5.744
C -6.395 -4.778 4.425
C -4.920 -4.252 4.752
C -3.903 -4.738 3.726
C -3.934 -6.262 3.636
C -5.331 -6.757 3.165
N -6.310 -6.247 4.110
O -7.516 -6.925 3.982
C -5.704 -6.536 1.676
C -5.123 -8.285 3.384
C -7.079 -3.851 3.404
H -7.369 -3.560 5.913
H -6.758 -4.866 6.730
H -8.087 -5.183 5.875
H -5.028 -3.166 4.807
H -4.474 -4.421 5.734
H -2.897 -4.478 4.063
H -3.998 -4.291 2.735
H -3.571 -6.744 4.542
H -3.364 -6.613 2.774
H -6.002 -5.512 1.443
H -4.928 -6.752 0.940
H -6.514 -7.166 1.305
H -4.171 -8.442 2.873
H -4.830 -8.631 4.375
H -5.923 -8.888 2.959
H -7.930 -4.345 2.937
H -6.316 -3.586 2.670
H -7.355 -2.913 3.882
C -2.196 -3.732 0.424
C -1.568 -2.586 -0.481
C -2.372 -1.306 -0.145
C -1.808 0.056 -0.657
C -0.377 0.124 -0.183
C 0.555 -1.082 -0.411
N -0.165 -2.376 -0.073
O 0.638 -3.465 -0.205
C 0.999 -0.953 -1.877
C 1.799 -0.872 0.396
C -1.682 -2.884 -2.023
H -2.231 -3.332 1.438
H -1.610 -4.651 0.429
H -3.202 -4.065 0.168
H -3.396 -1.363 -0.516
H -2.424 -1.226 0.943
H -2.411 0.863 -0.244
H -1.789 0.067 -1.750
H -0.537 0.215 0.897
H -0.012 1.097 -0.513
H 0.188 -0.833 -2.596
H 1.743 -0.172 -2.034
H 1.453 -1.886 -2.223
H 1.585 -0.719 1.457
H 2.508 -1.693 0.299
H 2.281 0.076 0.157
H -2.703 -2.739 -2.375
H -1.349 -3.896 -2.252
H -1.063 -2.223 -2.626
C -0.600 5.646 -0.313
C -0.925 4.188 -0.622
C -2.419 4.202 -1.190
C -2.636 4.707 -2.642
C -1.672 3.846 -3.524
C -0.207 3.813 -3.067
N -0.149 3.402 -1.647
O 1.148 3.259 -1.232
C 0.521 2.686 -3.906
C 0.446 5.181 -3.417
C -1.044 3.525 0.754
H -0.971 6.308 -1.095
H 0.443 5.894 -0.102
H -1.049 5.971 0.626
H -2.904 3.248 -0.978
H -2.962 4.912 -0.562
H -2.364 5.756 -2.757
H -3.618 4.505 -3.066
H -1.666 4.301 -4.516
H -1.998 2.811 -3.632
H 0.449 2.939 -4.966
H 1.583 2.497 -3.756
H -0.026 1.746 -3.810
H -0.259 5.952 -3.104
H 1.311 5.421 -2.797
H 0.713 5.300 -4.465
H -1.788 3.938 1.435
H -0.100 3.649 1.289
H -1.267 2.458 0.786
Cl -0.093 -3.548 -5.799
C 1.033 -4.020 -4.534
C 2.378 -3.323 -4.787
Cl 3.531 -3.857 -3.532
H 1.085 -5.095 -4.697
H 0.491 -3.751 -3.631
H 2.287 -2.260 -4.565
H 2.760 -3.412 -5.801
Cl -4.432 -3.573 -4.962
C -3.593 -1.993 -4.986
C -4.286 -0.933 -3.993
Cl -3.418 0.608 -4.199
H -3.553 -1.631 -6.013
H -2.543 -2.179 -4.764
H -4.085 -1.323 -2.996
H -5.371 -0.876 -4.050
C -5.509 -6.266 -2.445
Cl -7.223 -6.564 -2.497
Cl -4.718 -7.673 -1.738
Cl -5.123 -4.667 -1.645
H -5.154 -6.100 -3.458
C -5.854 0.952 0.987
Cl -4.514 1.667 1.882
Cl -6.398 -0.508 1.916
Cl -5.411 0.602 -0.663
H -6.700 1.633 1.007
```